No. 1
The following is a quantum chemistry calculation of a structure of composition C31H34CuF3N2O4S2SbSi2, from the OMol25 dataset.

Computed properties:
- relative energy (zero: lowest compared OMol25 entry of this formula, charge and spin) (kJ/mol) = 0.0
- strongest force on any atom (eV Å⁻¹) = 0.68
- Kohn-Sham gap (alpha / beta) (Ha) = 0.2344 / 0.2453

Geometry as ORCA input:
```
! RIJCOSX wB97M-V def2-TZVPD def2/J DEFGRID3
* xyz -2 2
Cu -0.712 1.985 0.619
C 2.948 3.183 -2.330
Si 1.755 1.940 -1.531
C 2.675 0.295 -1.546
C 0.319 1.813 -2.729
C 1.365 2.543 0.177
C 0.778 3.881 0.132
C 1.343 5.099 0.561
C 0.584 6.246 0.511
C -0.734 6.204 0.059
C -1.245 4.977 -0.317
N -0.504 3.871 -0.303
Si 2.534 2.171 1.568
C 4.290 2.827 1.216
C 1.954 2.998 3.151
C 2.780 0.335 1.917
H 3.167 2.904 -3.366
H 3.892 3.242 -1.782
H 2.504 4.183 -2.339
H 2.990 0.077 -2.571
H 2.028 -0.517 -1.212
H 3.563 0.306 -0.910
H 0.641 1.291 -3.637
H -0.029 2.808 -3.017
H -0.530 1.289 -2.292
H 2.361 5.120 0.925
H 1.013 7.187 0.839
H -1.353 7.090 0.033
H -2.277 4.852 -0.627
H 4.297 3.894 0.977
H 4.733 2.297 0.368
H 4.941 2.672 2.082
H 2.112 4.079 3.157
H 2.500 2.575 4.000
H 0.890 2.802 3.304
H 2.380 -0.306 1.133
H 2.247 0.072 2.831
H 3.842 0.104 2.046
O -3.259 0.850 2.864
S -1.891 1.277 3.109
O -1.592 2.610 2.508
O -1.489 1.186 4.501
S -0.605 0.106 1.980
O -4.190 2.800 -1.420
C -3.268 2.135 -1.012
N -2.363 1.477 -0.620
F -6.324 -3.291 2.103
C -5.166 -2.946 1.475
C -4.770 -1.628 1.474
C -3.587 -1.295 0.822
C -2.817 -2.275 0.198
C -3.249 -3.600 0.229
C -4.433 -3.947 0.867
Sb -0.965 -1.681 -0.712
C -1.119 -3.234 -2.279
C -1.674 -2.834 -3.496
C -1.852 -3.723 -4.551
C -1.453 -5.030 -4.375
F -1.618 -5.913 -5.397
C -0.889 -5.475 -3.199
C -0.727 -4.567 -2.157
C 0.295 -2.946 0.506
C -0.090 -3.349 1.783
C 0.753 -4.115 2.579
C 1.990 -4.464 2.081
F 2.821 -5.217 2.851
C 2.421 -4.073 0.832
C 1.562 -3.307 0.053
H -5.347 -0.868 1.983
H -3.267 -0.258 0.822
H -2.666 -4.377 -0.248
H -4.787 -4.970 0.899
H -1.981 -1.802 -3.628
H -2.288 -3.414 -5.492
H -0.589 -6.511 -3.104
H -0.286 -4.913 -1.230
H -1.054 -3.046 2.172
H 0.465 -4.423 3.576
H 3.408 -4.355 0.487
H 1.896 -2.990 -0.930
*
```

No. 2
The following is a quantum chemistry calculation of a structure of composition C31H34FIrN6O4S3Si, from the OMol25 dataset.

Computed properties:
- strongest force on any atom (eV Å⁻¹) = 5.84
- Kohn-Sham gap (alpha / beta) (Ha) = 0.2245 / 0.2248

Geometry as ORCA input:
```
! RIJCOSX wB97M-V def2-TZVPD def2/J DEFGRID3
* xyz 0 1
Ir 0.511 0.191 -1.785
C 4.459 -5.578 0.076
C 4.104 -4.406 -0.783
C 4.520 -3.129 -0.427
C 4.164 -2.038 -1.194
C 3.380 -2.212 -2.319
C 2.992 -3.477 -2.713
C 3.359 -4.569 -1.946
S 2.881 -0.717 -3.179
O 3.917 -0.357 -4.102
O 1.540 -0.899 -3.723
N 2.758 0.292 -1.903
C 3.404 1.515 -2.022
C 2.378 2.657 -2.619
O 2.932 3.650 -3.021
O 1.189 2.338 -2.530
H 4.713 -5.252 1.080
H 5.321 -6.098 -0.340
H 3.633 -6.282 0.128
H 5.112 -2.983 0.464
H 4.470 -1.040 -0.925
H 2.386 -3.588 -3.598
H 3.040 -5.557 -2.242
H 4.246 1.487 -2.719
H 3.693 1.920 -1.050
C 2.670 0.465 1.328
Si 0.868 1.103 1.424
C 0.783 2.930 0.865
C 0.575 1.181 3.329
N -0.177 0.136 0.410
C -1.329 -0.513 0.732
C -1.739 -0.738 2.064
C -2.886 -1.422 2.403
C -3.719 -1.940 1.427
C -3.372 -1.745 0.102
C -2.226 -1.053 -0.219
F -1.991 -0.897 -1.553
H 3.331 1.286 1.587
H 2.923 0.158 0.321
H 2.896 -0.355 2.005
H 1.647 3.482 1.218
H -0.097 3.445 1.244
H 0.771 2.992 -0.217
H 1.338 1.807 3.784
H 0.652 0.207 3.806
H -0.387 1.609 3.591
H -1.123 -0.355 2.851
H -3.136 -1.546 3.448
H -4.612 -2.484 1.687
H -3.986 -2.128 -0.698
N -6.922 6.541 2.782
C -6.280 5.905 2.077
C -5.477 5.125 1.214
C -4.384 4.423 1.722
C -3.602 3.661 0.883
C -3.885 3.588 -0.484
C -4.981 4.291 -0.986
C -5.769 5.052 -0.147
N -3.073 2.829 -1.333
C -3.211 2.615 -2.685
C -2.162 1.834 -3.064
N -1.389 1.563 -1.979
C -1.949 2.165 -0.966
H -4.152 4.482 2.774
H -2.773 3.117 1.305
H -5.227 4.248 -2.034
H -6.612 5.598 -0.543
H -4.018 3.006 -3.267
H -1.917 1.449 -4.032
H -1.571 2.123 0.029
S 0.245 -2.591 -1.704
C 0.373 -3.071 -0.130
N 1.114 -2.450 0.786
C 1.089 -2.902 2.154
C 0.087 -4.054 2.253
S -0.425 -4.472 0.540
H 1.498 -1.542 0.554
H 0.795 -2.074 2.804
H 2.097 -3.233 2.434
H -0.816 -3.773 2.793
H 0.524 -4.940 2.706
*
```

No. 3
The following is a quantum chemistry calculation of a structure of composition C31H34I2N8O4RuS2, from the OMol25 dataset.

Computed properties:
- relative energy (zero: lowest compared OMol25 entry of this formula, charge and spin) (kJ/mol) = 321.6
- strongest force on any atom (eV Å⁻¹) = 4.74
- Kohn-Sham gap (alpha / beta) (Ha) = 0.2479 / 0.1321

Geometry as ORCA input:
```
! RIJCOSX wB97M-V def2-TZVPD def2/J DEFGRID3
* xyz 2 5
Ru -0.450 -0.661 -0.983
I -5.266 0.133 -3.056
C -4.485 -1.458 -1.928
C -5.222 -2.528 -1.488
C -4.655 -3.769 -1.115
I -5.821 -5.318 -0.326
C -3.253 -3.847 -0.967
C -2.520 -4.987 -0.524
C -1.159 -4.829 -0.305
C -0.534 -3.576 -0.198
N -1.238 -2.509 -0.597
C -2.476 -2.620 -1.172
C -3.083 -1.488 -1.724
O -2.296 -0.488 -2.041
H -6.302 -2.509 -1.576
H -2.895 -6.007 -0.308
H -0.500 -5.749 -0.208
H 0.535 -3.533 0.127
C 4.604 5.900 -1.115
C 3.513 4.861 -1.119
C 2.500 4.787 -0.094
C 1.463 3.851 -0.223
C 1.508 3.071 -1.314
C 2.584 2.938 -2.210
C 3.672 3.791 -2.066
S -0.001 2.091 -1.547
O -0.207 1.382 -0.242
O -1.059 2.917 -1.998
N 0.164 0.657 -2.358
C 0.267 0.392 -3.712
C -0.336 1.257 -4.650
C -0.592 0.716 -5.894
C -0.246 -0.623 -6.198
C 0.515 -1.282 -5.229
N 0.629 -0.920 -3.925
H 4.767 6.520 -2.013
H 5.572 5.402 -1.031
H 4.424 6.461 -0.159
H 2.536 5.402 0.810
H 0.684 3.729 0.476
H 2.554 2.177 -2.950
H 4.642 3.740 -2.563
H -0.403 2.277 -4.439
H -1.099 1.334 -6.635
H -0.455 -1.071 -7.121
H 1.142 -2.135 -5.488
C 0.432 3.025 4.764
C -0.033 1.811 4.025
N -0.698 0.869 4.929
C -1.745 0.018 4.714
S -2.799 -0.301 5.959
N -1.805 -0.590 3.482
C -2.852 -1.514 3.182
C -4.107 -0.677 2.775
H 1.131 3.637 4.161
H 0.824 2.852 5.765
H -0.437 3.681 5.006
H 0.730 1.283 3.368
H -0.840 2.166 3.261
H -0.546 1.161 5.884
H -0.975 -0.488 2.921
H -3.008 -2.071 4.115
H -2.501 -2.071 2.249
H -4.813 -0.594 3.539
H -4.603 -1.194 1.967
H -4.006 0.316 2.319
C 2.134 -2.241 3.318
N 2.417 -1.523 2.052
C 3.668 -1.668 1.384
C 3.811 -1.314 0.063
C 2.519 -1.278 -0.669
N 1.369 -1.036 -0.025
C 1.319 -1.059 1.361
O 0.377 -0.689 2.036
N 2.621 -1.434 -2.044
H 2.845 -1.852 4.089
H 2.166 -3.334 3.135
H 1.117 -1.976 3.723
H 4.461 -1.912 2.094
H 4.819 -1.172 -0.347
H 3.528 -1.341 -2.476
H 1.755 -1.367 -2.685
*
```